[1]
The following is a quantum chemistry calculation of a molecular structure, C29H36BN7O2PS2Ti, from OMol25.

Geometry as XYZ:
```
79
Properties=species:S:1:pos:R:3:forces:R:3:lowdin_charge:R:1
Ti -0.3536 0.1678 0.1488 -0.34 0.12 0.47 0.802
S -1.6288 0.9958 2.4944 0.06 0.02 -0.19 0.840
S 4.9749 -0.2102 -0.5893 -0.02 -0.02 0.01 1.011
P -2.3171 -1.1139 -2.6681 0.05 0.06 0.01 1.192
O 0.6429 -0.7018 1.3327 0.18 0.11 -0.03 -0.367
O 3.4945 0.2266 0.0030 0.04 0.02 0.02 -0.577
N 0.6208 2.0057 -0.0598 0.10 -0.06 -0.19 0.047
N 0.2905 -0.8378 -1.6670 -0.01 0.07 -0.11 -0.012
N -3.5531 -2.6611 -0.6647 0.00 0.03 0.01 -0.115
N 0.2202 -1.9928 -3.5338 -0.02 0.16 -0.01 -0.117
N -1.8523 1.2364 -1.2135 0.07 -0.08 -0.01 -0.016
N -1.9815 -1.3327 0.1052 -0.04 -0.05 0.01 -0.027
N -3.0496 1.5848 -3.0251 -0.01 -0.01 0.02 -0.115
C -2.1380 2.5706 -1.2978 -0.03 0.00 0.07 -0.088
C -0.2431 -2.5511 -4.7969 -0.01 -0.04 0.00 -0.011
C 5.5465 1.3115 -1.2860 -0.05 0.05 0.00 -0.501
C 7.4022 2.6046 -2.0864 -0.01 -0.02 0.01 -0.085
C 1.5256 -1.9637 -3.1248 0.02 0.01 -0.02 -0.014
C -2.4107 0.6599 -2.2710 -0.01 0.04 -0.01 -0.438
C 2.7630 -1.4792 2.3024 0.01 -0.03 0.01 -0.170
C 1.2916 -1.1443 2.5042 -0.10 -0.12 0.07 -0.252
C -1.0024 2.0582 4.8748 -0.01 0.01 0.00 -0.102
C -4.4504 -3.3561 -1.5792 0.00 -0.02 -0.02 -0.012
C -0.1970 3.2921 2.9344 0.02 -0.01 0.01 -0.078
C 4.6688 2.3228 -1.6568 0.01 -0.03 0.02 -0.086
C 3.7316 -0.3012 2.3782 -0.03 0.01 -0.02 -0.185
C 6.9157 1.4545 -1.4837 0.00 -0.01 0.00 -0.116
C -3.4786 -2.8709 0.6848 0.03 0.00 0.00 -0.024
C -2.8824 2.7980 -2.4142 -0.03 0.00 -0.02 -0.021
C 0.3874 4.2149 3.7734 -0.02 0.00 -0.02 -0.045
C -0.8932 2.1859 3.4688 -0.04 -0.04 0.02 -0.654
C -2.6293 -1.7244 -0.9829 -0.03 -0.05 0.03 -0.437
C -0.5055 -1.2899 -2.6308 0.06 -0.13 0.05 -0.433
C 3.4967 0.7750 1.3372 0.03 -0.02 0.03 -0.253
C 0.2900 4.0595 5.1551 0.00 0.01 -0.01 -0.037
C 1.5596 -1.2485 -1.9652 0.01 0.07 -0.03 -0.059
C -0.4079 2.9828 5.7026 0.00 -0.01 0.00 -0.063
C -3.7535 1.3821 -4.2835 -0.01 0.00 -0.02 -0.010
C 5.1699 3.4831 -2.2269 0.02 0.00 0.00 -0.070
C 6.5322 3.6212 -2.4546 -0.01 0.02 -0.01 -0.083
C -2.5004 -2.0433 1.1513 0.01 -0.02 0.00 -0.106
C 1.0706 3.0392 -0.3280 0.18 -0.13 -0.03 -0.207
B 1.6737 4.4332 -0.6945 -0.16 0.13 0.01 -0.415
H 3.0335 -2.1931 3.0848 0.03 0.00 -0.02 0.119
H -1.2522 -2.9393 -4.6862 0.00 0.00 0.00 0.072
H 0.9180 5.0577 3.3507 0.00 0.00 0.02 0.120
H 4.2532 1.5609 1.4027 0.00 0.00 -0.02 0.126
H 0.9477 5.2619 -0.1795 0.01 -0.02 -0.01 0.012
H 4.7532 -0.6745 2.2756 0.01 0.00 0.02 0.101
H -0.1315 3.4112 1.8665 0.02 -0.02 -0.10 0.073
H 4.4861 4.2797 -2.4884 -0.02 0.00 0.01 0.104
H 2.3098 -2.4330 -3.6918 0.00 -0.02 0.00 0.134
H 0.7525 4.7862 5.8098 0.00 0.00 0.00 0.115
H -0.4866 2.8781 6.7760 0.00 0.00 0.00 0.113
H -3.9141 0.3195 -4.4429 0.00 0.00 0.00 0.061
H 7.5957 0.6759 -1.1594 0.01 0.00 -0.01 0.103
H 2.3938 -0.9809 -1.3390 -0.01 -0.02 0.01 0.077
H -4.1163 -3.5767 1.1866 -0.01 -0.01 0.01 0.131
H 8.4664 2.7145 -2.2471 0.01 0.00 0.00 0.105
H -3.1695 1.7850 -5.1089 0.00 0.00 0.00 0.103
H -1.7926 3.2787 -0.5650 0.03 -0.01 0.00 0.115
H 2.8754 -2.0075 1.3524 -0.03 0.01 -0.01 0.116
H 2.7966 4.4772 -0.2537 0.01 -0.03 0.02 0.017
H 0.4181 -3.3655 -5.0794 -0.01 -0.01 0.00 0.099
H 6.9167 4.5253 -2.9076 0.00 0.00 0.00 0.104
H 1.6385 4.4954 -1.9047 0.03 0.03 0.01 0.019
H 3.6068 2.2122 -1.4836 0.00 0.02 0.00 0.090
H -3.9092 -4.1080 -2.1509 0.00 0.00 0.01 0.098
H -2.1444 -1.9134 2.1586 -0.01 0.00 0.00 0.098
H -3.2989 3.7027 -2.8206 0.00 0.01 -0.01 0.135
H 1.1764 -0.3742 3.2774 0.01 0.00 -0.02 0.119
H -1.5525 1.2199 5.2807 0.00 0.00 0.00 0.103
H 3.6686 0.1630 3.3676 0.00 0.03 -0.02 0.124
H -4.9169 -2.6476 -2.2591 0.00 0.00 0.00 0.084
H -0.2300 -1.7912 -5.5764 0.01 0.00 0.00 0.102
H 0.7692 -2.0408 2.8537 -0.02 0.03 -0.01 0.119
H -5.2257 -3.8439 -0.9957 0.00 0.00 0.00 0.098
H -4.7175 1.8836 -4.2429 0.00 0.00 0.00 0.101
H 2.5156 1.2351 1.4471 -0.01 -0.01 -0.02 0.096
```
Forces are in eV/Å.

Computed properties:
Energy relative to the best compared isomer or geometry (same formula, charge and spin) ... 0.0 kJ/mol
Charge ... +1
LUMO (spin up / spin down) ... -2.505 / -4.820 eV
Electronic energy ... -3672.39802 a.u.
2S+1 ... 3

[2]
The following is a quantum chemistry calculation of 2 unconnected molecules or ions with the total composition C29H36Br3F2NO5SSi at a distorted geometry, from OMol25.

Geometry as XYZ:
```
78
Properties=species:S:1:pos:R:3:forces:R:3:lowdin_charge:R:1
Br 0.7602 2.4807 3.9831 -0.11 -1.12 -1.43 0.726
Br 5.3096 -0.4468 5.1228 -0.97 0.27 -1.80 0.615
Br 2.0131 -0.4515 5.7032 0.28 0.17 -1.92 0.602
S -1.4586 0.1866 -1.2182 0.59 0.19 0.46 0.771
Si -4.8543 0.4306 2.6551 0.28 -0.49 0.56 0.579
F -1.0546 3.1293 -0.2239 -0.47 -0.90 2.65 -0.014
F -1.2427 3.7118 1.9737 0.54 -2.08 -1.39 -0.005
O 0.4803 -2.4860 -1.6153 1.51 0.42 4.96 0.055
O 3.5813 -0.2139 -3.4020 0.01 -0.10 -0.25 -0.210
O 3.5239 -2.8883 1.9756 -4.29 0.99 -2.20 0.105
O 3.0209 2.9610 -3.9857 0.29 0.14 0.01 -0.210
O 5.1118 1.3614 -5.5784 -0.24 0.00 0.26 -0.133
N 1.6478 -3.2450 0.3890 -0.85 0.44 0.90 -0.020
C -6.0747 1.7165 1.9332 -0.85 0.84 -0.39 -0.201
C 3.7309 1.5962 -5.8606 0.18 0.22 -0.12 -0.175
C 0.6245 -0.9524 0.4214 0.96 0.52 1.97 -0.021
C -4.8735 0.3595 4.5838 0.30 -0.35 0.70 -0.208
C 5.4404 1.1080 -4.2102 0.12 -0.25 -0.20 -0.174
C 3.2415 2.9625 -5.3928 -0.20 -0.43 0.31 -0.196
C -5.7867 -3.9733 2.2055 0.07 2.71 -1.90 -0.069
C 2.6735 -0.2009 3.8477 2.11 0.46 -1.71 -0.661
C 4.9691 -0.2562 -3.7161 -0.39 0.51 0.17 -0.196
C 2.4696 -2.5317 1.4228 0.87 1.22 0.23 -0.297
C 3.1860 4.2442 -3.4125 -0.10 -0.31 0.00 -0.111
C -0.3462 0.2443 0.2489 3.14 -0.49 2.10 -0.383
C 0.6583 1.1866 2.5070 -0.14 -1.99 -2.13 -0.443
C 0.5028 -3.8283 1.2197 -1.30 -1.76 0.74 -0.049
C 2.9715 -1.4902 -3.4761 -0.02 0.32 0.08 -0.105
C -6.1337 -4.0753 0.6750 0.73 3.23 1.47 -0.079
C 4.7390 0.0081 2.1429 0.79 0.06 0.64 -0.123
C -5.7393 -1.4393 0.4813 -0.17 -3.08 1.35 -0.076
C -5.4029 -2.6047 2.8718 -0.86 -0.69 -3.81 -0.073
C 4.0710 -0.1878 3.5761 -2.67 -0.15 0.14 -0.646
C -6.1294 -2.7958 -0.1979 1.09 0.29 4.16 -0.075
C -0.3340 1.3971 1.3371 3.06 -3.10 0.08 -0.086
C -2.9958 0.7669 2.1777 0.58 -0.53 -0.53 -0.248
C -2.8561 2.0512 1.2222 -0.10 0.23 0.40 -0.162
C -1.3263 2.6017 1.1027 -1.39 0.02 -0.73 -0.380
C 1.6395 -0.0463 2.6223 -0.55 -0.66 -0.89 -0.136
C 0.8519 -2.2767 -0.4350 -0.68 1.26 -3.15 -0.341
C 1.6538 -1.1734 1.5689 -2.86 4.64 0.34 0.009
C -5.3594 -1.3178 2.0029 -1.18 -3.50 -1.99 -0.232
H 2.4467 4.9431 -3.8145 0.06 0.15 0.01 0.087
H -5.9049 0.5968 5.0231 1.53 -0.35 -0.51 0.043
H 5.6204 0.7441 2.2878 -1.56 -1.04 -0.32 0.087
H 3.9786 3.7251 -5.6694 0.01 -0.04 0.00 0.126
H -5.8171 -4.9173 2.8599 0.05 1.65 -1.21 0.083
H 3.0449 4.1556 -2.3337 -0.07 -0.06 -0.12 0.088
H -6.4106 -5.0750 0.1742 0.53 1.75 1.12 0.088
H -3.4867 2.8859 1.7010 1.25 -0.99 -0.82 0.112
H 4.0141 0.4025 1.3434 0.99 -0.56 1.47 0.091
H 3.4204 -2.1720 -2.7471 -0.03 -0.17 -0.05 0.090
H -4.0647 1.0467 5.0418 -1.44 -0.91 -0.72 0.046
H -4.5717 -0.7130 4.8985 -0.56 1.70 -0.40 0.028
H 0.6011 -3.6052 2.3367 -0.02 -0.13 -1.52 0.112
H 5.2219 -0.9682 1.7586 -0.98 1.41 0.83 0.089
H -0.5258 -3.4184 0.8903 1.66 -0.53 0.48 0.119
H -6.8805 1.1948 1.2863 1.16 0.85 1.27 0.047
H 6.5329 1.1178 -4.1717 -0.03 -0.06 -0.11 0.125
H 5.0928 1.9174 -3.5659 -0.20 -0.16 0.06 0.117
H 3.6507 1.5682 -6.9514 0.10 0.07 0.05 0.126
H -2.3341 0.8259 3.1275 -1.13 0.18 -1.48 0.095
H -5.1536 -2.5842 3.9949 -0.47 -0.03 -2.08 0.078
H -5.6047 2.5099 1.2577 -0.51 -1.12 0.92 0.029
H 0.4364 -4.9730 1.1236 0.34 1.78 -0.04 0.108
H -3.3159 1.8385 0.1913 1.01 0.32 1.51 0.101
H 5.5096 -0.5237 -2.8020 0.24 -0.09 -0.04 0.124
H -5.7389 -0.5136 -0.1957 0.04 -1.45 1.25 0.085
H 1.9110 -1.3737 -3.2491 0.16 0.03 0.03 0.071
H 3.0644 -1.9022 -4.4867 0.08 -0.13 0.03 0.091
H 2.2854 3.1943 -5.8757 0.05 0.06 -0.24 0.125
H 3.1071 0.7863 -5.4785 -0.04 0.16 0.20 0.118
H -0.7751 0.8022 -2.2657 -0.02 -0.38 1.33 -0.081
H -6.4017 -2.8452 -1.3039 0.47 0.12 1.80 0.086
H 5.1649 -1.0067 -4.4898 0.04 0.00 -0.01 0.127
H 4.1987 4.6175 -3.5959 -0.01 0.13 -0.06 0.087
H -6.5674 2.3017 2.8033 0.60 -1.04 -1.46 0.051
H -2.6528 -0.2053 1.6479 -0.41 1.64 0.66 0.077
```
Forces are in eV/Å.

Computed properties:
Energy relative to the best compared isomer or geometry (same formula, charge and spin) ... 716.8 kJ/mol
LUMO ... -1.527 eV
Electronic energy ... -10166.60428 a.u.
2S+1 ... 1
SMILES string ... C/C(Br)=C(/Br)c1c(Br)c(C(F)(F)CC[Si](C)(C)c2ccccc2)c(S)c2c1C(=O)N(C)C2=O.COCCOCCOC

[3]
The following is a quantum chemistry calculation of a molecular structure, C29H36BrN2O3PTc, from OMol25.

Geometry as XYZ:
```
73
Properties=species:S:1:pos:R:3:forces:R:3:lowdin_charge:R:1
Tc 1.0924 0.0579 0.6858 -0.21 -0.21 0.36 1.185
Br 1.6291 2.0141 1.9317 0.08 0.12 0.20 0.297
P -0.1822 1.1096 -1.1004 0.00 -0.08 -0.07 1.067
O -0.3727 -0.4087 2.2606 -0.22 -0.02 -0.10 -0.174
O 1.0445 -1.8457 -0.0877 -0.11 -0.30 -0.15 -0.155
O 1.9386 -1.5116 2.3243 0.10 0.05 -0.21 -0.206
N -0.6811 -0.3102 4.4962 0.05 -0.02 0.09 -0.099
N 1.5386 -4.0285 -0.2487 0.06 -0.27 -0.01 -0.094
C 2.5940 0.4056 -0.7158 -0.12 0.02 -0.02 -0.281
C -0.0019 -0.6648 3.4299 -0.02 0.03 0.03 -0.431
C -1.7837 2.8998 0.9305 0.03 0.02 -0.01 -0.057
C 2.1376 0.2408 -2.1417 0.26 -0.01 0.08 -0.321
C -2.6868 -0.3333 -1.1637 0.02 -0.09 -0.02 -0.249
C -4.5481 0.6276 -2.3921 0.00 0.00 -0.02 -0.036
C 3.0126 -0.1555 -3.1466 -0.04 -0.05 -0.07 -0.023
C 2.0915 -5.2740 0.3039 -0.06 0.10 -0.10 0.017
C 1.3002 -1.4344 3.5976 0.03 0.00 0.02 -0.073
C -2.1631 -1.4787 -0.3436 0.05 0.00 -0.04 -0.038
C -0.6449 4.9602 0.0853 0.03 0.05 0.00 -0.021
C -0.2131 -0.5923 5.8588 -0.08 0.04 -0.08 0.010
C -4.0005 -0.3852 -1.6206 0.01 0.01 -0.01 -0.024
C 0.2443 5.6352 -0.7427 -0.04 0.00 0.03 -0.036
C 0.9452 -4.1356 -1.5890 0.04 0.00 0.08 0.028
C -0.8010 3.5832 0.0132 -0.06 0.00 0.08 -0.311
C 1.5402 -2.9002 0.4076 -0.03 0.42 0.03 -0.348
C 2.5680 -0.2520 -4.4580 -0.04 0.01 0.01 -0.039
C 1.2458 0.0392 -4.7825 0.05 -0.02 0.01 -0.049
C 2.1766 -2.8056 1.7855 0.02 -0.08 0.01 -0.062
C 0.8680 3.5637 -1.7618 0.03 0.01 0.01 -0.067
C -3.7816 1.7314 -2.7313 -0.01 -0.02 -0.01 -0.047
C 0.8189 0.5387 -2.4786 -0.05 0.02 -0.01 -0.332
C 0.3633 0.4364 -3.7921 -0.03 -0.03 0.01 -0.046
C -1.8875 0.5143 4.3758 0.03 -0.06 0.00 0.020
C -2.4767 1.8136 -2.2798 -0.09 0.02 0.03 -0.093
C -1.9233 0.7912 -1.4978 0.05 0.18 0.04 -0.295
C 1.0061 4.9394 -1.6668 0.01 -0.02 0.00 -0.049
C -0.0298 2.8933 -0.9326 0.06 -0.01 -0.13 -0.372
H -1.9857 -1.1806 0.6894 0.04 0.02 0.05 0.063
H 4.0438 -0.3828 -2.9046 -0.01 0.01 -0.01 0.123
H 0.3999 0.2269 6.2352 0.00 0.01 -0.01 0.115
H -4.6050 -1.2465 -1.3645 0.00 0.01 -0.01 0.120
H -2.8842 -2.2945 -0.3333 -0.01 0.01 0.00 0.089
H 0.3477 -1.5209 5.9009 0.02 -0.02 0.00 0.092
H 3.0284 1.3894 -0.5351 0.02 0.03 -0.09 0.049
H -1.9066 3.4796 1.8448 0.00 0.02 -0.02 0.090
H 3.3555 -0.3416 -0.4560 0.06 0.02 -0.02 0.079
H 1.7783 -3.5793 2.4419 -0.01 0.00 0.02 0.144
H -4.1941 2.5293 -3.3338 0.00 -0.02 0.00 0.120
H -2.2250 0.5210 3.3454 0.01 0.00 0.00 0.085
H 1.7021 5.4601 -2.3101 -0.01 -0.01 0.00 0.117
H -1.6669 1.5322 4.6968 0.00 0.00 0.01 0.112
H -2.7641 2.8044 0.4585 0.01 0.00 -0.01 0.095
H -1.2288 -1.8701 -0.7483 -0.01 0.05 -0.01 0.053
H -1.4620 1.8970 1.2262 0.03 0.00 -0.04 0.028
H -5.5725 0.5519 -2.7318 0.00 0.00 0.01 0.120
H 1.9716 -0.9361 4.2958 0.03 0.05 -0.03 0.151
H 3.2547 -2.9570 1.6936 0.02 0.01 0.03 0.159
H 3.2573 -0.5575 -5.2343 -0.01 0.00 0.00 0.118
H -1.0822 -0.7035 6.5016 -0.01 0.00 0.00 0.106
H 2.8391 -5.0775 1.0649 0.02 0.02 0.03 0.092
H 1.2943 -5.8906 0.7173 -0.02 0.00 0.00 0.115
H 0.9049 -0.0447 -5.8056 0.01 0.00 0.01 0.118
H 0.3415 6.7098 -0.6615 0.00 -0.01 0.01 0.119
H -0.6690 0.6506 -4.0416 0.02 0.03 0.04 0.113
H 1.7226 -4.4258 -2.2937 0.00 0.00 -0.01 0.111
H -1.2283 5.5165 0.8092 0.01 0.00 -0.01 0.125
H 1.4584 3.0152 -2.4853 -0.02 0.00 -0.01 0.111
H 2.5741 -5.8175 -0.5045 0.00 -0.01 -0.01 0.110
H -1.8919 2.6914 -2.5256 -0.02 -0.03 -0.01 0.116
H 1.0857 -2.4358 3.9757 0.03 0.00 0.02 0.145
H 0.1726 -4.9026 -1.5696 -0.01 0.00 -0.01 0.112
H -2.6619 0.0950 5.0145 -0.01 0.01 -0.01 0.105
H 0.5184 -3.1842 -1.8852 0.01 0.00 0.00 0.085
```
Forces are in eV/Å.

Computed properties:
Energy relative to the best compared isomer or geometry (same formula, charge and spin) ... 0.0 kJ/mol
Charge ... +2
LUMO (spin up / spin down) ... -6.426 / -6.797 eV
Electronic energy ... -4457.61565 a.u.
2S+1 ... 4

- 2S+1 of number 3 (C29H36BrN2O3PTc)?
  4

- Which of these has the highest energy relative to the best compared isomer or geometry (same formula, charge and spin)?
  C29H36Br3F2NO5SSi